64
Properties=species:S:1:pos:R:3:mulliken_charge:R:1 method="wB97M-V/def2-TZVPD" homo_energy_ev=-7.696 spin_multiplicity=1 e_above_lowest_ev=11.9754 max_force_ha_per_bohr=0.0646
C 7.590 -1.001 -0.727 -1.685
C 6.657 -1.219 0.542 2.050
C 7.670 -1.204 1.797 -1.560
C 6.000 -2.676 0.578 -1.389
C 5.623 -0.059 0.816 -1.499
C 4.775 0.449 -0.411 2.847
C 4.352 -0.648 -1.471 -1.619
C 5.586 1.650 -1.108 -1.843
C 3.405 1.126 0.043 -0.498
C 2.748 2.129 -0.832 -0.249
C 1.461 2.748 -0.480 -0.679
C 0.754 2.395 0.750 0.190
O -0.502 2.941 1.096 -0.461
C -1.474 1.986 0.561 -0.449
C -2.728 1.817 1.509 -0.381
O -3.903 2.122 0.745 -0.258
C -5.003 1.286 1.066 -0.375
C -5.839 1.047 -0.279 -0.948
C -6.774 -0.175 -0.166 0.601
C -8.017 -0.169 0.610 -0.145
C -8.796 -1.402 0.597 -0.410
N -8.550 -2.582 0.010 -0.699
N -7.425 -2.509 -0.670 0.481
S -7.028 -4.023 -1.487 -0.168
C -6.576 -1.470 -0.823 0.439
Br -4.999 -1.654 -1.960 -0.090
C 1.409 1.422 1.628 -0.574
C 2.698 0.801 1.276 -0.306
H 7.066 -0.555 -1.609 0.361
H 8.541 -0.460 -0.496 0.390
H 7.901 -2.038 -1.057 0.384
H 7.378 -1.923 2.601 0.318
H 8.690 -1.507 1.421 0.397
H 7.763 -0.187 2.260 0.370
H 5.975 -3.113 1.607 0.375
H 4.924 -2.650 0.230 0.315
H 6.522 -3.395 -0.108 0.264
H 5.013 -0.379 1.708 0.084
H 6.224 0.827 1.183 0.381
H 4.227 -0.112 -2.460 0.380
H 3.321 -1.037 -1.230 0.313
H 5.097 -1.457 -1.653 0.419
H 5.249 1.785 -2.171 0.339
H 5.329 2.589 -0.548 0.462
H 6.693 1.524 -1.035 0.397
H 3.216 2.431 -1.800 0.204
H 1.049 3.488 -1.200 0.357
H -0.986 0.979 0.485 0.313
H -1.782 2.289 -0.475 0.330
H -2.607 2.497 2.398 0.271
H -2.716 0.765 1.917 0.287
H -4.719 0.266 1.437 0.388
H -5.734 1.770 1.780 0.205
H -5.095 0.913 -1.105 0.383
H -6.464 1.940 -0.546 0.292
H -8.382 0.706 1.187 0.408
H -9.766 -1.374 1.160 0.363
H -7.556 -3.769 -2.742 0.247
H 0.864 1.162 2.573 0.327
H 3.082 0.051 1.999 0.256
N -10.365 -1.289 -2.232 0.950
O -9.930 -0.187 -1.825 -0.602
O -9.638 -2.014 -2.951 -0.629
O -11.499 -1.666 -1.912 -0.624


61
Properties=species:S:1:pos:R:3:mulliken_charge:R:1 method="wB97M-V/def2-TZVPD" homo_energy_ev="-13.004 / -12.898" charge=+2 spin_multiplicity=8 e_above_lowest_ev=0.5274 max_force_ha_per_bohr=0.0270
Gd -0.348 -0.462 0.366 0.184
C -0.935 1.885 2.318 -1.008
N -1.606 1.408 1.081 0.730
C -3.040 1.196 1.374 -0.967
C -1.431 2.454 0.047 0.892
C -2.110 3.652 0.213 -0.478
C -1.907 4.726 -0.631 -1.015
C -0.927 4.618 -1.599 -0.828
C -0.242 3.433 -1.779 -1.013
C -0.521 2.270 -1.034 0.259
N 0.001 0.987 -1.237 0.383
C 0.384 0.462 -2.478 0.686
C 0.828 1.175 -3.610 -1.062
C 1.079 0.569 -4.825 -0.962
C 0.916 -0.793 -4.986 -1.032
C 0.575 -1.541 -3.878 -0.435
C 0.337 -0.954 -2.645 0.901
N 0.161 -1.854 -1.479 0.639
C -0.809 -2.930 -1.781 -0.957
C 1.489 -2.464 -1.215 -1.059
H -1.388 2.819 2.669 0.449
H 0.126 2.083 2.118 0.380
H -1.031 1.140 3.117 0.390
H -3.486 2.059 1.873 0.440
H -3.169 0.338 2.041 0.189
H -3.577 1.035 0.437 0.345
H -2.808 3.773 1.026 0.305
H -2.481 5.627 -0.504 0.435
H -0.678 5.471 -2.211 0.431
H 0.549 3.450 -2.503 0.696
H 1.015 2.229 -3.562 0.178
H 1.437 1.168 -5.647 0.445
H 1.076 -1.277 -5.932 0.436
H 0.519 -2.612 -3.988 0.310
H -0.411 -3.660 -2.492 0.459
H -1.709 -2.488 -2.215 0.344
H -1.056 -3.485 -0.870 0.189
H 1.854 -2.994 -2.104 0.449
H 1.425 -3.184 -0.392 0.426
H 2.215 -1.677 -0.973 0.371
C 4.958 0.270 2.803 -0.837
N 3.644 -0.289 2.630 0.077
C 3.112 -1.295 3.368 -0.296
C 1.862 -1.524 2.877 -0.815
N 1.612 -0.661 1.834 0.282
C 2.727 0.067 1.724 -0.809
H 5.443 -0.201 3.654 0.309
H 4.902 1.341 2.989 0.346
H 5.569 0.097 1.918 0.346
H 3.642 -1.768 4.170 0.449
H 1.146 -2.249 3.220 0.491
H 2.874 0.846 0.996 0.597
C -1.809 -2.492 2.564 -0.814
C -2.846 -2.692 1.473 -0.395
O -2.546 -1.734 0.432 -0.177
H -1.922 -3.262 3.321 0.478
H -1.933 -1.522 3.053 0.249
H -0.808 -2.607 2.122 0.063
H -3.863 -2.534 1.848 0.383
H -2.779 -3.710 1.069 0.353
H -3.301 -1.732 -0.177 0.195


68
Properties=species:S:1:pos:R:3:mulliken_charge:R:1 method="wB97M-V/def2-TZVPD" homo_energy_ev=-10.066 charge=+1 spin_multiplicity=1 e_above_lowest_ev=0.0329 max_force_ha_per_bohr=0.0072
Sc -0.684 0.159 0.661 -0.092
N -3.569 -3.266 1.169 -0.481
C -2.714 -2.236 1.432 0.577
S -3.171 -0.651 0.851 -0.453
N -1.621 -2.520 2.082 -1.326
N -0.839 -1.383 2.276 1.157
C -0.193 -1.334 3.382 -0.892
C 0.656 -0.224 3.775 0.686
C 1.584 -0.412 4.806 -0.661
C 2.396 0.619 5.231 -0.730
C 2.260 1.876 4.645 -0.535
C 1.332 2.101 3.646 -0.405
C 0.520 1.055 3.187 0.798
O -0.351 1.261 2.215 -0.690
H -4.510 -3.019 0.914 0.250
H -3.454 -4.093 1.735 0.261
H -0.291 -2.177 4.065 0.391
H 1.659 -1.389 5.269 0.439
H 3.115 0.459 6.022 0.438
H 2.881 2.696 4.986 0.437
H 1.200 3.080 3.204 0.514
C 3.231 2.482 0.239 -2.151
C 2.154 1.450 0.173 0.459
N 0.952 1.649 -0.222 1.555
N 0.670 2.913 -0.693 -1.639
C -0.594 3.122 -0.910 0.212
N -0.913 4.338 -1.470 -0.412
S -1.931 2.025 -0.687 -0.636
C 2.471 0.058 0.573 0.543
C 3.780 -0.359 0.774 -0.975
C 4.027 -1.694 1.043 -0.922
C 2.962 -2.575 1.113 -1.124
C 1.682 -2.073 0.943 -0.838
N 1.437 -0.790 0.676 2.165
H 2.815 3.474 0.098 0.457
H 3.731 2.431 1.207 0.468
H 3.984 2.309 -0.535 0.324
H -0.183 5.033 -1.390 0.267
H -1.842 4.674 -1.273 0.275
H 4.594 0.347 0.715 0.599
H 5.040 -2.041 1.195 0.477
H 3.108 -3.625 1.322 0.548
H 0.820 -2.720 1.052 0.374
N -0.987 1.840 -3.683 0.076
C -0.358 0.525 -3.314 2.211
C 0.771 0.133 -4.240 -1.516
C 1.445 -1.121 -3.667 -0.079
N 2.184 -0.731 -2.468 -0.388
C 0.422 -2.215 -3.347 -1.424
C -0.900 -1.811 -2.683 -0.299
N -0.849 -1.653 -1.212 -0.108
C -1.450 -0.527 -3.294 -1.314
H -0.307 2.599 -3.728 0.474
H -1.651 2.060 -2.903 0.114
H -1.492 1.791 -4.568 0.412
H 0.029 0.686 -2.309 -1.468
H 1.514 0.932 -4.321 0.533
H 0.390 -0.069 -5.247 0.352
H 2.103 -1.526 -4.445 0.413
H 2.990 -0.168 -2.718 0.292
H 2.542 -1.550 -1.988 0.212
H 0.905 -3.007 -2.767 0.441
H 0.149 -2.681 -4.298 0.469
H -1.609 -2.613 -2.912 0.543
H -0.396 -2.473 -0.815 0.251
H -1.817 -1.708 -0.883 0.063
H -2.308 -0.186 -2.708 0.578
H -1.791 -0.722 -4.317 0.451


61
Properties=species:S:1:pos:R:3:mulliken_charge:R:1 method="wB97M-V/def2-TZVPD" homo_energy_ev=-8.014 spin_multiplicity=1 e_above_lowest_ev=2.1695 max_force_ha_per_bohr=0.0198
C -5.427 -3.548 -1.341 -0.881
H -6.235 -3.502 -0.604 0.358
H -4.635 -4.208 -0.974 0.340
H -5.817 -3.942 -2.278 0.249
O -4.934 -2.265 -1.647 -0.428
C -4.406 -1.516 -0.643 0.365
C -3.979 -0.231 -0.987 -0.073
C -3.428 0.602 -0.044 -0.181
C -3.269 0.193 1.282 0.608
C -3.705 -1.082 1.625 -1.113
C -4.265 -1.926 0.677 -0.505
H -4.590 -2.905 0.994 0.411
H -3.615 -1.438 2.639 0.427
O -2.681 1.070 2.132 -0.219
C -2.674 0.777 3.510 -1.037
H -2.260 1.661 3.991 0.245
H -2.042 -0.089 3.735 0.367
H -3.685 0.600 3.888 0.374
S -2.933 2.253 -0.583 1.354
O -3.464 2.425 -1.905 -0.757
O -3.264 3.228 0.410 -0.718
N -1.282 2.221 -0.742 -0.093
C -0.477 2.300 0.452 -0.006
C 0.965 2.674 0.063 -1.481
N 1.549 1.806 -0.938 0.155
C 0.662 1.738 -2.077 -1.426
H 1.068 1.097 -2.854 0.458
C -0.765 1.295 -1.717 -0.324
H -1.419 1.345 -2.587 0.676
H -0.765 0.263 -1.326 0.212
H 0.590 2.755 -2.479 0.460
C 2.340 0.654 -0.491 1.624
C 3.674 1.214 0.042 -1.606
H 3.491 1.879 0.886 0.445
C 4.606 0.088 0.484 0.590
C 4.915 -0.815 -0.706 -1.455
C 3.608 -1.400 -1.231 0.332
C 2.665 -0.277 -1.667 -2.176
H 1.748 -0.731 -2.049 0.547
H 3.132 0.300 -2.467 0.521
C 2.939 -2.229 -0.137 -1.480
C 2.632 -1.321 1.050 0.455
C 3.933 -0.727 1.587 -1.469
H 4.598 -1.528 1.918 0.517
H 3.724 -0.088 2.448 0.511
C 1.690 -0.196 0.617 -1.369
H 0.752 -0.625 0.254 0.258
H 1.468 0.428 1.485 0.603
H 2.146 -1.907 1.841 0.308
H 3.600 -3.041 0.174 0.539
H 2.017 -2.675 -0.517 0.490
H 3.816 -2.040 -2.098 0.239
H 5.409 -0.240 -1.491 0.505
H 5.589 -1.620 -0.403 0.521
H 5.537 0.522 0.867 0.251
H 4.141 1.805 -0.748 0.392
H 1.585 2.691 0.958 0.439
H 0.946 3.685 -0.359 0.384
H -0.922 3.067 1.085 0.705
H -0.493 1.345 0.992 -0.015
H -4.099 0.129 -1.995 0.578


64
Properties=species:S:1:pos:R:3:mulliken_charge:R:1 method="wB97M-V/def2-TZVPD" homo_energy_ev=-8.147 spin_multiplicity=1 e_above_lowest_ev=23.0432 max_force_ha_per_bohr=0.3817
C 1.320 2.194 4.725 -0.481
H 1.635 2.232 5.727 0.224
O 2.284 2.261 3.754 -0.508
C 2.177 2.288 2.494 0.191
C 0.962 2.376 1.980 0.314
C 0.919 2.097 0.582 0.291
C 2.103 2.077 -0.167 -0.120
C 3.205 2.363 0.180 0.144
C 3.379 2.376 1.551 -0.862
H 4.298 2.401 2.136 0.407
H 4.096 2.201 -0.547 0.263
H 1.899 2.178 -1.551 -0.100
C -0.480 2.114 0.060 0.111
N -1.635 1.769 0.575 -0.278
C -2.588 1.759 -0.347 -0.220
C -1.912 1.503 -1.484 1.217
O -0.661 1.824 -1.210 -0.297
C -2.498 1.325 -2.832 -1.830
H -2.989 0.330 -3.101 0.308
H -3.405 1.867 -3.062 0.520
H -1.777 1.693 -3.697 0.278
C -3.857 1.217 0.059 -0.480
H -4.317 1.965 0.820 0.377
H -4.587 1.223 -0.714 0.389
S -4.120 -0.159 0.571 0.843
O -5.507 -0.653 0.987 -0.746
O -3.206 -1.079 0.141 -0.576
C -3.399 -0.251 2.356 -0.765
C -1.692 -0.285 2.694 0.379
O -1.269 0.358 3.619 -0.581
N -1.216 -1.013 1.663 0.352
C 0.278 -1.084 1.721 -0.134
C 0.560 -2.713 1.491 -1.079
H 1.723 -2.729 1.723 0.367
H 0.139 -3.281 2.282 0.499
C 0.087 -3.227 -0.047 -0.862
N 0.633 -2.028 -0.974 0.779
C 2.107 -2.692 -1.160 -2.060
C 2.596 -1.377 -2.206 -0.603
N 1.878 -1.428 -3.479 0.034
C 2.262 -0.415 -4.153 -1.509
H 2.427 0.476 -3.910 0.685
H 1.796 -0.339 -5.200 0.286
H 3.407 -0.517 -4.458 0.374
C 0.476 -0.986 -3.138 -1.376
H -0.325 -0.963 -3.841 0.548
C -0.164 -2.109 -1.966 -0.852
H -1.233 -1.861 -1.637 0.390
H -0.173 -3.033 -2.763 0.252
H 0.422 -0.123 -2.585 0.591
H 3.577 -1.536 -2.503 0.871
H 2.517 -0.360 -1.671 0.125
H 2.462 -2.426 -0.390 0.941
H 2.135 -3.466 -1.648 0.641
H -0.991 -3.162 0.175 0.447
H 0.476 -4.364 -0.069 0.275
H 0.749 -0.512 0.993 -0.050
H 0.729 -0.932 2.729 0.276
H -1.736 -1.414 0.912 0.354
H -3.812 -1.334 3.183 0.240
H -3.783 0.799 3.001 0.187
H 0.039 2.021 2.546 0.175
H 0.703 3.236 4.547 0.229
H 0.877 1.330 4.531 0.192


66
Properties=species:S:1:pos:R:3:mulliken_charge:R:1 method="wB97M-V/def2-TZVPD" homo_energy_ev=-8.074 spin_multiplicity=1 e_above_lowest_ev=0.1371 max_force_ha_per_bohr=0.0113
C 0.206 2.646 0.354 -1.171
C 1.101 1.703 -0.431 -0.164
H 1.271 2.072 -1.447 0.385
H 0.670 0.698 -0.484 0.068
O 2.370 1.577 0.222 -0.254
C 3.469 1.806 -0.531 0.899
O 3.448 2.067 -1.707 -0.665
N 4.615 1.762 0.209 0.019
C 4.651 1.296 1.578 -0.717
H 3.638 1.315 1.979 0.327
H 5.267 1.987 2.164 0.464
C 5.268 -0.128 1.598 -0.911
N 5.233 -0.691 0.269 0.041
C 4.151 -1.340 -0.291 0.570
O 4.200 -1.772 -1.422 -0.715
N 3.073 -1.502 0.549 0.089
C 1.882 -2.167 0.260 0.458
C 0.783 -1.923 1.083 -0.075
C -0.422 -2.556 0.859 -0.140
C -0.566 -3.435 -0.211 -0.744
C 0.542 -3.706 -1.010 -0.654
C 1.753 -3.086 -0.779 -0.674
H 2.599 -3.291 -1.413 0.496
H 0.448 -4.411 -1.822 0.441
N -1.791 -4.066 -0.482 -0.124
C -3.046 -3.620 -0.109 0.386
O -3.893 -4.390 0.301 -0.714
N -3.284 -2.284 -0.264 0.251
C -2.592 -1.384 -1.157 -1.173
H -1.672 -1.831 -1.526 0.275
H -3.246 -1.166 -2.014 0.442
C -2.283 -0.077 -0.425 -0.312
N -3.498 0.471 0.139 0.215
C -3.794 1.775 -0.054 0.703
O -3.094 2.533 -0.689 -0.681
O -4.948 2.135 0.550 -0.457
C -5.359 3.486 0.345 -0.264
C -6.054 3.666 -0.997 -1.109
H -6.898 2.984 -1.079 0.291
H -5.354 3.464 -1.803 0.308
H -6.411 4.687 -1.088 0.382
H -6.038 3.698 1.173 0.320
H -4.481 4.138 0.404 0.313
C -4.253 -0.440 0.972 -0.462
H -5.184 0.039 1.271 0.417
C -4.537 -1.732 0.202 -0.941
H -5.019 -2.471 0.844 0.458
H -5.194 -1.517 -0.650 0.238
H -3.665 -0.674 1.869 0.191
H -1.871 0.660 -1.115 0.560
H -1.560 -0.266 0.376 0.069
H -1.750 -5.072 -0.584 0.318
H -1.259 -2.382 1.519 0.541
H 0.880 -1.236 1.914 0.361
H 3.006 -0.885 1.344 0.147
C 6.112 0.020 -0.640 -0.873
H 7.153 -0.226 -0.411 0.376
C 5.861 1.545 -0.499 -0.716
H 5.779 2.018 -1.477 0.419
H 6.659 2.027 0.071 0.307
H 5.876 -0.327 -1.647 0.368
H 6.323 -0.071 1.883 0.364
H 4.773 -0.784 2.314 0.446
H 0.654 3.635 0.401 0.438
H -0.764 2.722 -0.129 0.277
H 0.067 2.280 1.369 0.269


67
Properties=species:S:1:pos:R:3:mulliken_charge:R:1 method="wB97M-V/def2-TZVPD" homo_energy_ev=-0.728 charge=-2 spin_multiplicity=1 e_above_lowest_ev=0.1116 max_force_ha_per_bohr=0.0136
Pd 0.338 -0.871 0.492 -0.452
C 4.554 0.420 -1.298 -1.518
As 2.905 -0.140 -0.296 0.894
C 3.839 -0.221 1.429 -1.129
C 3.091 -2.006 -0.958 -1.395
C 2.300 -3.121 -0.260 4.088
C 2.891 -3.423 1.117 -1.644
C 0.801 -2.760 -0.134 -2.105
As 0.428 -1.523 2.769 0.274
C -0.640 -3.195 2.863 -1.176
C -1.004 -0.402 3.522 -1.075
C 2.349 -4.398 -1.138 -2.109
As 3.918 -5.539 -1.527 0.297
C 4.143 -6.460 0.198 -1.147
C 5.518 -4.407 -1.366 -1.111
H 5.424 -0.183 -1.022 0.319
H 4.762 1.471 -1.088 0.461
H 4.371 0.312 -2.371 0.353
H 4.570 -1.031 1.461 0.259
H 3.109 -0.348 2.225 0.198
H 4.353 0.732 1.565 0.466
H 4.157 -2.243 -0.985 0.228
H 2.748 -1.932 -1.999 0.516
H 2.676 -2.619 1.817 -0.014
H 3.978 -3.551 1.071 0.028
H 2.456 -4.341 1.524 0.414
H 0.309 -3.559 0.427 0.453
H 0.363 -2.782 -1.141 0.476
H -1.519 -3.124 2.220 0.238
H -0.962 -3.349 3.897 0.454
H -0.039 -4.051 2.556 0.288
H -1.170 -0.711 4.558 0.565
H -1.922 -0.499 2.939 0.123
H -0.689 0.640 3.500 0.235
H 1.949 -4.153 -2.126 0.525
H 1.654 -5.132 -0.712 0.534
H 3.234 -7.012 0.436 0.324
H 4.354 -5.762 1.006 0.295
H 4.965 -7.172 0.106 0.388
H 5.524 -3.639 -2.138 0.294
H 6.382 -5.056 -1.512 0.390
H 5.586 -3.930 -0.389 0.269
Cl -2.505 5.586 1.291 -0.273
C -2.460 3.846 1.169 0.316
C -3.622 3.122 1.048 0.175
Cl -5.169 3.930 1.024 -0.277
C -3.552 1.718 0.952 0.150
Cl -5.022 0.779 0.815 -0.281
C -2.347 0.990 0.968 0.066
O -2.299 -0.282 0.932 -1.017
C -1.107 1.773 1.069 -0.100
O 0.043 1.191 1.064 -0.512
C -1.225 3.163 1.178 0.260
Cl 0.265 4.070 1.317 -0.270
N -2.146 -1.582 -1.602 -0.207
C -1.340 -0.846 -2.418 0.162
C -1.645 -0.697 -3.788 -1.073
C -0.860 0.114 -4.570 -0.118
C 0.223 0.773 -3.993 -1.141
C 0.471 0.535 -2.654 -0.567
N -0.252 -0.274 -1.882 0.621
H -3.086 -1.678 -1.951 0.331
H -2.141 -1.219 -0.640 0.238
H -2.516 -1.199 -4.193 0.335
H -1.097 0.251 -5.619 0.369
H 0.854 1.448 -4.555 0.410
H 1.304 1.013 -2.150 0.634


Which DFT total energy belongs to each record? In order, -4369.7845 -1971.7048 -3037.4667 -1666.1552 -1850.1007 -1637.6181 -9794.0959 a.u..